Version A
This record from OMol25 describes a cluster of 2 separate species, C4H10O3 in total. The level of theory is ωB97M-V/def2-TZVPD.

Results
HOMO ... -9.8 eV
Lowest unoccupied orbital energy ... 0.61 eV
Structure (SMILES) ... C[C@@H](O)CC=O.O

Positions of all 17 atoms, in Å:
C (0.74521, -0.49443, 1.13491)
C (-0.19284, -0.13006, -0.01512)
O (-0.04875, -1.04163, -1.12248)
C (-1.63049, -0.23857, 0.48591)
C (-2.67196, 0.27691, -0.48045)
O (-3.79022, 0.56156, -0.14607)
H (0.48498, -1.42156, 1.63905)
H (0.55605, 0.33297, 1.83144)
H (1.81142, -0.42692, 0.92671)
H (0.06092, 0.84610, -0.42193)
H (0.17974, -1.91459, -0.78460)
H (-1.82333, -1.29251, 0.69617)
H (-1.75619, 0.33442, 1.40813)
H (-2.30781, 0.51453, -1.49855)
O (3.43903, 1.73998, -1.10365)
H (2.71238, 1.11426, -1.21199)
H (4.23183, 1.23955, -1.33749)

Version B
This record from OMol25 describes a cluster of 2 separate species, C4H10O3 in total. The level of theory is ωB97M-V/def2-TZVPD.

Results
HOMO ... -10.2 eV
Lowest unoccupied orbital energy ... 0.46 eV
Structure (SMILES) ... O=CCCCO.O

Positions of all 17 atoms, in Å:
O (-1.28622, -1.48322, 2.07484)
C (-0.27004, -0.81504, 1.80210)
C (-0.13026, 0.24954, 0.84972)
C (-1.15803, -0.11937, -0.35357)
C (-1.03259, 0.47402, -1.83989)
O (-0.20402, 1.60210, -2.12102)
H (0.64019, -0.81738, 2.50648)
H (-0.68964, 1.05768, 1.20843)
H (0.95319, 0.55362, 0.71286)
H (-1.12868, -1.19124, -0.45169)
H (-2.07969, 0.10904, 0.04630)
H (-2.14025, 0.43958, -2.22718)
H (-0.59682, -0.38479, -2.39108)
H (-0.69814, 2.06245, -2.80482)
O (3.45350, -0.13882, 0.06831)
H (2.98481, -0.56922, 0.88234)
H (2.59449, 0.16498, -0.40886)

The energy of each structure relative to the most stable one, in hartree, is as follows: version A 0.0000; version B 0.0658.

Version A
This record from OMol25 describes a cluster of 2 separate species, C4H10O3 in total. The level of theory is ωB97M-V/def2-TZVPD.

Results
HOMO ... -9.7 eV
Lowest unoccupied orbital energy ... 0.60 eV
Structure (SMILES) ... O=CCCCO.O

Positions of all 17 atoms, in Å:
O (1.48639, 2.62166, -1.24089)
C (1.56942, 1.79542, -0.36917)
C (0.41938, 0.92300, 0.03517)
C (0.66204, -0.45907, -0.61187)
C (0.62620, -1.60970, 0.38448)
O (1.38559, -2.66676, -0.15748)
H (2.53957, 1.64352, 0.13239)
H (0.35041, 0.77479, 1.11244)
H (-0.47106, 1.43401, -0.32576)
H (1.64083, -0.49544, -1.09831)
H (-0.04810, -0.63314, -1.41311)
H (-0.41038, -1.90766, 0.57104)
H (1.04749, -1.27728, 1.34361)
H (1.25199, -3.48358, 0.32852)
O (-3.73854, 1.25341, 0.68233)
H (-4.64177, 1.57746, 0.55122)
H (-3.66945, 0.50937, 0.07538)

Version B
This record from OMol25 describes a cluster of 3 separate species, C4H10O3 in total. The level of theory is ωB97M-V/def2-TZVPD.

Results
HOMO ... -8.0 eV
Lowest unoccupied orbital energy ... 0.47 eV
Structure (SMILES) ... C=CC(=C)O.O.O

Positions of all 17 atoms, in Å:
C (1.28626, -0.91365, -0.90374)
C (0.56561, 0.20571, -1.05300)
C (0.35158, 1.05633, 0.14053)
C (0.26682, 2.39113, 0.13880)
O (0.12143, 0.32534, 1.26724)
H (1.85207, -1.05947, 0.00553)
H (1.53290, -1.64410, -1.66043)
H (0.48332, 0.84619, -1.92349)
H (-0.29854, 2.89587, 0.91316)
H (0.70390, 3.03090, -0.60497)
H (0.23625, 0.86745, 2.04839)
O (0.45956, 1.30968, 3.80615)
H (1.16069, 0.98957, 4.38678)
H (0.27007, 2.16079, 4.23906)
O (-2.48860, -3.71067, -3.65979)
H (-1.81266, -4.13672, -4.18929)
H (-3.30390, -4.07120, -3.99569)

The energy of each structure relative to the most stable one, in hartree, is as follows: version A 0.0000; version B 0.0440.

Version A
This record from OMol25 describes a structure of composition C2H9NS. The level of theory is ωB97M-V/def2-TZVPD.

Results
HOMO ... -8.9 eV
Lowest unoccupied orbital energy ... 0.88 eV

Positions of all 13 atoms, in Å:
N (2.41856, 1.04169, -0.65136)
H (1.45880, 1.03273, -0.89264)
H (-1.25091, -1.39255, 2.93602)
H (2.83047, 1.35430, -1.53064)
H (2.68475, 1.71522, 0.10274)
C (-0.78185, -0.88304, -0.74246)
C (-1.17215, 0.14586, 0.25306)
S (-0.82269, 0.94792, -1.36371)
H (-1.71818, -1.55760, 2.32018)
H (0.19119, -1.38640, -0.62820)
H (-1.33923, -1.49587, -1.39636)
H (-0.36448, 0.30604, 0.99335)
H (-2.13428, 0.17171, 0.60001)

Version B
This record from OMol25 describes a cluster of 2 separate species, C2H9NS in total. The level of theory is ωB97M-V/def2-TZVPD.

Results
HOMO ... -7.6 eV
Lowest unoccupied orbital energy ... 0.69 eV
Structure (SMILES) ... CN.CS

Positions of all 13 atoms, in Å:
C (-1.67748, -0.60966, 1.19365)
N (-0.24712, -0.62120, 0.89514)
H (-1.99222, -1.43867, 1.82816)
H (-1.93286, 0.31760, 1.70292)
H (-2.21707, -0.64966, 0.25096)
H (0.02114, -1.40284, 0.31106)
H (0.34841, -0.58356, 1.71040)
C (1.64017, 0.81925, -1.66582)
S (0.19936, 1.66289, -0.92799)
H (2.46256, 1.52812, -1.74978)
H (1.96286, 0.00103, -1.02129)
H (1.41581, 0.44366, -2.66230)
H (0.01644, 0.53305, 0.13489)

The energy of each structure relative to the most stable one, in hartree, is as follows: version A 0.0447; version B 0.0000.

Version A
This record from OMol25 describes a cluster of 2 separate species, C2H9NS in total. The level of theory is ωB97M-V/def2-TZVPD.

Results
HOMO ... -8.9 eV
Lowest unoccupied orbital energy ... 0.96 eV
Structure (SMILES) ... CNC.S

Positions of all 13 atoms, in Å:
C (1.42418, 0.57973, 0.10331)
N (0.91592, -0.76780, -0.11093)
C (1.48624, -1.44865, -1.34948)
H (2.44089, 0.49016, 0.37145)
H (0.96607, 0.96578, 1.09656)
H (1.18735, 1.13560, -0.76715)
H (1.11683, -1.36524, 0.76598)
H (2.39441, -2.04095, -1.27872)
H (0.68170, -2.25605, -1.79262)
H (1.44713, -0.83608, -2.26502)
S (-1.96004, 0.75904, 0.75536)
H (-1.59051, 1.99682, 0.35164)
H (-1.15719, 0.35339, -0.31434)

Version B
This record from OMol25 describes a cluster of 2 separate species, C2H9NS in total. The level of theory is ωB97M-V/def2-TZVPD.

Results
HOMO ... -8.7 eV
Lowest unoccupied orbital energy ... 0.79 eV
Structure (SMILES) ... CNC.S

Positions of all 13 atoms, in Å:
C (-0.34339, 0.57898, -0.40205)
N (-0.45747, -0.91731, -0.30866)
C (-1.04704, -1.46737, -1.53726)
H (0.32007, 0.96740, 0.37860)
H (-1.34178, 1.01821, -0.43110)
H (0.16211, 0.98796, -1.29389)
H (-0.96395, -1.24399, 0.50034)
H (-1.05544, -2.55032, -1.42195)
H (-2.08720, -1.16058, -1.65153)
H (-0.53247, -1.22990, -2.47694)
S (2.75272, 1.02037, 3.10399)
H (1.73474, 1.51497, 2.45756)
H (2.85911, 2.48158, 3.08289)

The energy of each structure relative to the most stable one, in hartree, is as follows: version A 0.0072; version B 0.0000.

Version A
This record from OMol25 describes an isolated molecule of C6H8N2O. The level of theory is ωB97M-V/def2-TZVPD.

Results
HOMO ... -8.7 eV
Lowest unoccupied orbital energy ... 0.84 eV
Structure (SMILES) ... [H]/N=C\N1C=C[C@@H]2O[C@H]2C1

Positions of all 17 atoms, in Å:
H (-2.71085, 1.23923, 0.12838)
N (-3.09669, 0.22866, 0.10300)
C (-2.13899, -0.57609, 0.09897)
N (-0.77944, -0.30644, -0.02601)
C (-0.46022, 1.11758, -0.23662)
C (0.73896, 1.61533, -0.02381)
C (1.58443, 0.49010, 0.52642)
O (2.66055, -0.26359, -0.01198)
C (1.41492, -0.61171, -0.38434)
C (0.20893, -1.50956, 0.01551)
H (-2.23720, -1.67555, 0.01366)
H (-1.29035, 1.69070, -0.81716)
H (0.87552, 2.77695, -0.19636)
H (1.62067, 0.17641, 1.58203)
H (1.33769, -0.60866, -1.53901)
H (0.22580, -1.77418, 1.12520)
H (-0.06092, -2.32564, -0.71663)

Version B
This record from OMol25 describes an isolated molecule of C6H8N2O. The level of theory is ωB97M-V/def2-TZVPD.

Results
HOMO ... -9.4 eV
Lowest unoccupied orbital energy ... 0.28 eV
Structure (SMILES) ... C=C/C(=N/C=O)N1CC1

Positions of all 17 atoms, in Å:
C (2.62094, -1.06625, 0.29741)
C (1.80020, -0.21453, -0.23342)
C (0.35738, -0.46154, -0.32720)
N (-0.29013, -1.60950, -0.18485)
C (-1.71632, -1.62836, -0.37906)
O (-2.46825, -1.22534, 0.46974)
N (-0.38813, 0.68801, -0.62539)
C (-1.48934, 1.21653, 0.15861)
C (-0.15300, 1.80592, 0.09740)
H (3.77240, -1.05934, 0.54987)
H (1.97505, -1.89116, 0.71281)
H (2.06974, 0.80250, -0.57607)
H (-2.08376, -2.21738, -1.20925)
H (-1.83614, 0.88279, 1.04953)
H (-2.41099, 1.52964, -0.39541)
H (-0.00119, 2.69880, -0.52275)
H (0.24155, 1.74922, 1.11802)

The energy of each structure relative to the most stable one, in hartree, is as follows: version A 0.0651; version B 0.0000.

Version A
This record from OMol25 describes a cluster of 2 separate species, C2H8N2O in total. The level of theory is ωB97M-V/def2-TZVPD.

Results
HOMO ... -9.7 eV
Lowest unoccupied orbital energy ... 1.01 eV
Structure (SMILES) ... CC(N)=O.N

Positions of all 13 atoms, in Å:
C (-0.37749, 1.15017, 2.87970)
C (0.85063, 1.39203, 2.02978)
N (0.93096, 2.64284, 1.48489)
O (1.71134, 0.54459, 1.83704)
H (-0.34967, 0.11930, 3.27104)
H (-1.29832, 1.27626, 2.28574)
H (-0.41019, 1.84934, 3.73216)
H (0.20945, 3.34950, 1.64793)
H (1.74066, 2.86400, 0.90009)
N (3.35114, 2.21511, 0.16831)
H (3.45962, 1.96998, -0.82102)
H (3.10136, 1.35298, 0.66325)
H (4.27605, 2.49679, 0.50864)

Version B
This record from OMol25 describes a cluster of 2 separate species, C2H8N2O in total. The level of theory is ωB97M-V/def2-TZVPD.

Results
HOMO ... -9.5 eV
Lowest unoccupied orbital energy ... 0.67 eV
Structure (SMILES) ... C=O.NCN

Positions of all 13 atoms, in Å:
C (0.26393, -2.31043, -0.67024)
O (1.41736, -2.24574, -0.77504)
H (-0.59574, -1.95213, -0.05833)
H (-0.09695, -3.09485, -1.33659)
N (0.81247, 1.47854, 0.23359)
C (-0.48786, 1.78601, 0.84807)
N (-1.76701, 1.06374, 0.46212)
H (0.74716, 1.64018, -0.82485)
H (1.18082, 0.52903, 0.25492)
H (-0.72286, 2.85245, 0.49163)
H (-0.51175, 1.72235, 1.91362)
H (-1.46444, 0.17526, 0.28701)
H (-1.84977, 1.44415, -0.46410)

The energy of each structure relative to the most stable one, in hartree, is as follows: version A 0.0000; version B 0.1189.

Version A
This record from OMol25 describes a cluster of 2 separate species, C2H8N2O in total. The level of theory is ωB97M-V/def2-TZVPD.

Results
HOMO ... -9.1 eV
Lowest unoccupied orbital energy ... 0.67 eV
Structure (SMILES) ... [H]/N=C\N.CO

Positions of all 13 atoms, in Å:
H (-0.64885, -0.41545, -2.76540)
N (-1.48782, -0.96418, -2.59099)
C (-1.46068, -1.55396, -1.47131)
N (-0.61659, -1.31844, -0.38791)
H (-2.17450, -2.36013, -1.26724)
H (-0.24549, -0.37743, -0.51314)
H (-1.08150, -1.45985, 0.49084)
C (1.17172, 1.40097, 1.76557)
O (1.35480, 0.82004, 0.48233)
H (1.59974, 0.79240, 2.56587)
H (1.79360, 2.30217, 1.89159)
H (0.10633, 1.60568, 1.90043)
H (1.68923, 1.52817, -0.10064)

Version B
This record from OMol25 describes a cluster of 2 separate species, C2H8N2O in total. The level of theory is ωB97M-V/def2-TZVPD.

Results
HOMO ... -9.5 eV
Lowest unoccupied orbital energy ... 0.89 eV
Structure (SMILES) ... [H]/N=C/N.CO

Positions of all 13 atoms, in Å:
H (1.20448, 2.20844, -0.48851)
N (1.64466, 1.49291, -1.06150)
C (0.71898, 0.83755, -1.64000)
N (0.97025, -0.33688, -2.30115)
H (-0.31719, 1.15949, -1.76086)
H (0.33847, -0.56833, -3.03154)
H (1.94121, -0.55848, -2.47387)
C (-1.24093, -0.62571, 1.79200)
O (-1.16303, -0.74895, 3.20941)
H (-1.10139, -1.58101, 1.28650)
H (-2.25198, -0.28489, 1.58924)
H (-0.46050, 0.04967, 1.43545)
H (-0.28301, -1.04380, 3.44484)

Version C
This record from OMol25 describes a structure of composition C2H8N2O. The level of theory is ωB97M-V/def2-TZVPD.

Results
HOMO ... -7.7 eV
Lowest unoccupied orbital energy ... 0.95 eV

Positions of all 13 atoms, in Å:
C (-1.03459, -0.48143, 0.40001)
C (0.61425, 1.31003, -0.30558)
N (0.27513, -0.95654, -0.12306)
N (-1.22182, 0.73807, -0.29040)
O (1.36526, -1.62215, 0.53437)
H (1.23556, -1.60566, 1.49443)
H (0.31483, -1.10146, -1.12793)
H (-1.47244, 0.53927, -1.25875)
H (-1.79168, -1.24571, 0.18842)
H (-0.93211, -0.34386, 1.48277)
H (0.37163, 2.21367, 0.24580)
H (0.69011, 1.46644, -1.37580)
H (1.58587, 1.08931, 0.13573)

The energy of each structure relative to the most stable one, in hartree, is as follows: version A 0.0083; version B 0.0000; version C 0.1835.